# 1
{
  "formula": "C18H23N3O3S2SiV",
  "method": "ωB97M-V/def2-TZVPD",
  "charge": 2,
  "multiplicity": 2,
  "lumo_energy_ha": [-0.28946, -0.26973],
  "homo_energy_ev": [-15.02, -15.02],
  "e_tot_ha": -3119.1448,
  "homo_lumo_gap_ev": [7.1, 7.7],
  "elements": ["H", "C", "H", "H", "C", "C", "H", "V", "H", "H", "H", "C", "C", "C", "H", "C", "C", "H", "O", "N", "H", "C", "N", "S", "C", "H", "H", "H", "C", "H", "H", "O", "H", "C", "O", "H", "C", "C", "S", "H", "Si", "H", "H", "C", "C", "H", "N", "H", "C", "H", "C"],
  "positions_angstrom": [[-3.94391, 2.21598, 1.90593], [-3.28255, -1.28131, -6.06039], [0.33750, -1.71901, 4.37870], [3.96295, 0.47335, 4.04097], [-2.71187, -0.43242, 0.15982], [-0.64101, -0.79612, -2.74919], [1.35760, -3.15279, 4.35126], [0.95174, 0.60496, 0.76374], [-2.97843, -2.11864, -6.68561], [1.99361, 2.99436, -1.12973], [-1.49174, 2.57119, 2.25808], [1.72422, 3.25531, 2.10836], [1.01785, -2.30139, 3.75605], [-1.88016, 1.74501, 1.67892], [4.08387, -3.01912, 2.52628], [2.01364, 3.33202, -0.10405], [-0.83786, -2.07401, -3.27691], [-0.30828, -2.92853, -2.87634], [0.82375, 0.81597, -1.24401], [1.59995, 2.58814, 0.90621], [-2.99883, -1.29326, -0.42656], [3.27236, -0.24840, 4.47996], [-0.98877, 0.89266, 1.14865], [2.59916, 4.83848, 0.35368], [-1.69797, -2.21320, -4.34596], [1.43553, 2.76916, 3.02746], [-2.62436, 1.01941, -4.77476], [2.54609, 0.28205, 5.09667], [3.61673, -2.16570, 2.02813], [4.42080, -1.51071, 1.68850], [0.46347, -2.70358, 2.90600], [1.66274, -0.05699, 2.10509], [-4.69461, 0.27327, 0.55174], [-2.35443, -1.10825, -4.89824], [1.56191, -1.51737, -1.49751], [-1.10460, 1.30802, -2.85586], [-1.38389, -0.16074, 0.41357], [-3.63767, 0.44326, 0.70998], [0.43330, -0.65355, -1.41840], [3.09059, -2.55175, 1.15281], [2.47367, -1.31181, 3.19774], [-3.32142, -0.38270, -6.67319], [2.39163, 5.22981, 2.76854], [-2.13488, 0.15553, -4.34437], [-3.22453, 1.53573, 1.47418], [-4.29423, -1.48487, -5.70263], [-0.23509, -0.91479, 0.03917], [-1.85074, -3.19319, -4.77879], [2.21345, 4.51056, 1.98605], [3.85990, -0.88448, 5.14815], [-1.28619, 0.32449, -3.26786]],
  "atomic_forces_ev_per_a": [[-0.004, -0.006, 0.002], [0.014, 0.011, -0.021], [0.013, 0.022, -0.004], [-0.008, -0.010, -0.026], [-0.043, 0.110, 0.032], [-0.104, 0.051, 0.060], [0.026, 0.013, 0.008], [-0.108, 0.162, 1.404], [-0.011, -0.005, 0.002], [0.025, -0.014, 0.010], [-0.022, 0.008, 0.002], [-0.133, 0.113, 0.012], [0.015, 0.006, -0.028], [-0.017, -0.021, 0.036], [-0.008, 0.008, 0.024], [0.147, -0.062, -0.020], [0.041, -0.006, -0.018], [0.008, 0.013, 0.012], [0.254, -0.191, 0.368], [-0.153, -0.330, -0.233], [0.012, -0.008, -0.003], [0.023, -0.075, -0.024], [0.036, -0.043, -0.132], [-0.228, 0.109, -0.024], [-0.018, 0.012, -0.013], [-0.002, -0.002, 0.001], [-0.003, -0.004, -0.007], [-0.029, -0.009, -0.021], [0.010, 0.013, -0.002], [-0.011, 0.018, 0.017], [0.017, 0.006, -0.014], [-0.034, 0.104, -0.742], [0.000, -0.002, -0.002], [0.013, -0.015, 0.021], [-0.128, -0.073, -0.158], [0.003, 0.000, -0.002], [0.231, -0.279, -0.114], [0.011, -0.051, -0.031], [0.388, -0.319, -0.453], [-0.037, 0.003, 0.014], [-0.168, 0.292, -0.248], [-0.011, 0.001, 0.005], [0.041, -0.005, -0.003], [0.011, 0.001, 0.020], [0.045, 0.050, 0.031], [-0.002, -0.003, -0.001], [-0.240, 0.503, 0.190], [0.002, -0.001, 0.002], [0.179, -0.134, 0.041], [-0.010, -0.002, 0.005], [-0.033, 0.043, 0.024]]
}

# 2
{
  "formula": "C18H23N3O4S",
  "method": "ωB97M-V/def2-TZVPD",
  "charge": 0,
  "lumo_energy_ha": 0.02422,
  "homo_energy_ev": -8.67,
  "smiles": "COC(=O)c1cc(S(=O)(=O)N2CCN(Cc3ccccc3)CC2)cn1C",
  "e_tot_ha": -1563.1132,
  "homo_lumo_gap_ev": 9.3,
  "elements": ["H", "H", "C", "C", "H", "N", "O", "C", "H", "C", "N", "H", "H", "H", "C", "H", "H", "H", "C", "H", "H", "H", "H", "H", "H", "N", "O", "C", "H", "S", "C", "C", "C", "C", "H", "C", "C", "H", "C", "H", "H", "C", "O", "C", "C", "H", "H", "O", "C"],
  "positions_angstrom": [[7.10649, -0.12503, -1.92185], [7.91800, -0.18178, -0.32638], [3.31563, -0.39212, 0.74780], [-4.41554, 0.35333, -2.62325], [-4.87946, 0.22705, -4.70591], [-2.51699, 0.36024, -0.43955], [6.56822, 1.12000, 1.51347], [-1.72739, 1.06491, 0.55645], [2.09192, 0.38741, 3.69264], [-0.61842, -1.06347, -0.96720], [3.92431, 0.62274, 2.64362], [-2.06394, 2.10429, 0.59876], [-3.57118, 1.01162, -2.75928], [5.59253, 0.73461, 3.88714], [4.35597, 0.25838, 1.39253], [-6.08866, -1.23123, -0.15793], [-0.24858, -2.08822, -0.98066], [-2.16751, -1.53755, 0.44706], [-5.14720, -0.09099, -3.70867], [-2.70279, -1.54099, -1.25843], [4.09545, 1.45645, 4.52700], [5.03328, 2.27865, 3.25450], [-4.21996, -0.10068, 0.74864], [0.36213, 1.47146, 0.94720], [-4.17962, 1.50814, -0.00506], [0.22300, -0.32093, -0.05282], [0.78101, -2.51389, 1.04667], [2.65140, 0.22079, 2.79382], [3.33400, -0.80093, -0.24035], [0.64300, -1.12295, 1.35894], [-5.82395, -0.90722, -1.15466], [-0.25037, 1.02825, 0.16008], [4.70230, 1.31188, 3.63552], [7.14398, 0.30404, -0.92423], [-1.83399, 0.61375, 1.55639], [-2.07863, -1.02307, -0.52702], [-4.74685, -0.05161, -1.33543], [-6.79787, -1.28763, -4.36707], [-3.94246, 0.45053, -0.16714], [7.36007, 1.37347, -0.97361], [-0.10159, 1.58280, -0.77158], [-6.22454, -0.94140, -3.51969], [-0.18388, -0.76189, 2.48061], [2.23970, -0.41283, 1.63850], [5.69907, 0.54377, 0.89891], [-0.51317, -0.61568, -1.95967], [-7.39923, -2.01221, -2.08691], [5.86403, 0.08316, -0.35119], [-6.56173, -1.34740, -2.24065]],
  "atomic_forces_ev_per_a": [[-0.015, 0.016, 0.051], [-0.050, 0.038, -0.080], [0.466, 0.180, 0.067], [-0.027, 0.009, 0.023], [0.022, 0.031, -0.076], [-0.039, 0.045, 0.056], [-0.080, -0.054, -0.046], [0.146, 0.127, 0.014], [-0.032, 0.094, 0.222], [-0.410, -0.599, -0.113], [-0.191, -0.178, -0.207], [0.023, -0.027, 0.026], [0.104, 0.063, -0.031], [-0.100, 0.063, 0.018], [-0.393, -0.401, -0.555], [0.002, -0.037, 0.107], [-0.110, 0.027, -0.207], [-0.095, -0.007, -0.066], [0.023, 0.042, -0.066], [0.057, -0.049, 0.065], [-0.039, -0.035, -0.056], [-0.049, -0.081, 0.076], [-0.009, 0.061, -0.043], [-0.034, 0.210, -0.089], [0.020, -0.074, 0.087], [0.429, -0.618, 0.753], [0.010, -0.003, -0.303], [-0.434, -0.134, 0.050], [0.075, -0.057, -0.251], [0.819, 0.376, 0.026], [0.076, 0.078, 0.040], [-0.249, 0.552, 0.318], [0.471, 0.366, 0.466], [0.396, 0.150, 0.007], [-0.068, 0.116, -0.097], [0.183, -0.073, -0.242], [-0.117, -0.035, 0.031], [-0.042, -0.031, -0.065], [0.083, 0.100, -0.006], [0.000, -0.102, -0.024], [0.033, -0.013, 0.083], [-0.085, -0.070, -0.049], [0.101, 0.177, -0.074], [-0.588, -0.086, 0.095], [0.267, 0.080, -0.075], [0.024, -0.022, 0.065], [-0.062, -0.056, 0.007], [-0.405, -0.103, 0.121], [-0.105, -0.057, -0.053]]
}